{
  "formula": "C28H20F5N3O6OsS2",
  "method": "ωB97M-V with the def2-TZVPD basis set",
  "elements": ["Os", "O", "C", "O", "C", "O", "O", "S", "C", "C", "C", "C", "C", "C", "C", "C", "C", "N", "H", "H", "H", "H", "H", "H", "F", "C", "C", "F", "C", "F", "C", "O", "C", "F", "C", "F", "C", "C", "C", "N", "C", "S", "N", "C", "O", "C", "C", "C", "C", "C", "C", "H", "H", "H", "H", "H", "H", "H", "H", "H", "H", "H", "H", "H", "H"],
  "xyz": [[-0.310543, -0.103997, 0.342414], [1.730935, 2.620342, 2.960828], [1.184340, 1.881948, 2.214818], [0.186528, 1.772636, 1.505362], [2.157205, 0.279358, 2.039012], [3.187948, 0.281682, 2.622454], [1.539141, -0.518973, 1.298089], [-1.762526, -4.385095, -0.298427], [-1.224162, -4.176147, 1.313044], [-0.736902, -2.928869, 1.536442], [-0.776255, -2.084902, 0.384754], [-1.323998, -2.756473, -0.693060], [-1.646516, -2.141952, -1.971816], [-2.678142, -2.594915, -2.794877], [-3.022909, -1.852806, -3.908377], [-2.325508, -0.683981, -4.182598], [-1.291582, -0.322215, -3.340650], [-0.946440, -1.038327, -2.273811], [-1.312580, -4.989604, 2.015253], [-0.370287, -2.618122, 2.505338], [-3.221380, -3.488394, -2.518657], [-3.842673, -2.169926, -4.538991], [-2.579417, -0.064629, -5.030722], [-0.704633, 0.571233, -3.525804], [-6.865141, 0.370387, 2.616545], [-5.726171, 0.335245, 1.918880], [-5.750199, 0.305806, 0.534211], [-6.922648, 0.302276, -0.100550], [-4.573271, 0.266587, -0.185671], [-4.628379, 0.214537, -1.523711], [-3.309267, 0.270080, 0.428787], [-2.222688, 0.265740, -0.303784], [-3.338841, 0.268126, 1.835432], [-2.159461, 0.185491, 2.492826], [-4.506071, 0.304691, 2.569798], [-4.462342, 0.312751, 3.902004], [3.174099, -3.425540, -0.280000], [2.738233, -3.554086, -1.736095], [2.989932, -2.272395, -2.527534], [2.222506, -1.141492, -2.026516], [2.646713, -0.029584, -1.453240], [1.561613, 1.272263, -1.236272], [3.971346, -0.003253, -1.098898], [4.696190, 1.046779, -0.480604], [4.283898, 2.170950, -0.411391], [6.013910, 0.621303, 0.063773], [6.543903, 1.388992, 1.097609], [7.753153, 1.041107, 1.671987], [8.447164, -0.070274, 1.214522], [7.938190, -0.821830, 0.165765], [6.727534, -0.476776, -0.412324], [3.041872, -4.375053, 0.237907], [2.576555, -2.674455, 0.234897], [4.230315, -3.148889, -0.210348], [1.674640, -3.794199, -1.783905], [3.286686, -4.363671, -2.223066], [2.683039, -2.421191, -3.566117], [4.056119, -2.036993, -2.527944], [1.202966, -1.213152, -2.096270], [4.421496, -0.904207, -1.084215], [5.978036, 2.239063, 1.452015], [8.155516, 1.635035, 2.481481], [9.386953, -0.352104, 1.670823], [8.484003, -1.681635, -0.199636], [6.373265, -1.053849, -1.259173]],
  "forces_ev_per_angstrom": [[0.253, 0.544, 0.103], [-0.141, -0.200, -0.187], [0.106, 0.456, 0.274], [-0.514, -0.297, -0.287], [0.585, -0.062, 0.181], [-0.151, 0.012, -0.145], [-0.827, -0.371, -0.360], [0.156, 0.265, 0.078], [-0.133, -0.164, -0.113], [0.206, 0.091, 0.158], [-0.226, -0.135, -0.457], [0.038, -0.037, 0.392], [-0.057, 0.219, -0.293], [0.044, 0.005, 0.092], [0.076, -0.016, 0.082], [-0.096, -0.015, -0.087], [0.090, -0.060, 0.018], [0.287, -0.169, 0.100], [0.048, 0.007, 0.016], [0.027, 0.034, -0.019], [-0.064, 0.008, -0.052], [0.006, 0.006, -0.026], [0.007, 0.009, -0.008], [0.012, -0.002, 0.062], [-0.016, 0.011, -0.002], [0.056, -0.037, -0.006], [0.034, -0.024, 0.123], [-0.055, 0.016, -0.072], [0.351, 0.013, -0.122], [-0.069, 0.051, 0.000], [-0.579, 0.096, 0.664], [1.021, -0.173, 0.121], [0.357, -0.106, -0.429], [-0.082, 0.079, 0.109], [-0.114, 0.021, -0.099], [0.032, -0.029, 0.054], [-0.109, -0.103, -0.161], [0.172, 0.212, 0.166], [-0.134, -0.318, 0.006], [-0.387, -0.384, 0.060], [0.011, 0.466, -0.051], [-0.072, -0.269, 0.210], [-0.168, 0.151, 0.071], [-0.282, 0.056, -0.290], [0.036, -0.105, 0.060], [0.233, -0.062, 0.090], [-0.112, -0.048, -0.008], [0.048, 0.004, 0.024], [-0.009, -0.011, -0.031], [0.041, -0.061, 0.012], [-0.054, 0.037, 0.023], [0.028, 0.046, 0.070], [0.016, 0.063, 0.097], [0.018, -0.017, 0.052], [-0.058, -0.069, -0.022], [-0.073, -0.004, -0.054], [0.135, 0.046, -0.006], [-0.082, 0.034, -0.127], [0.114, 0.188, -0.173], [0.015, 0.054, 0.122], [0.002, 0.029, -0.005], [-0.018, -0.004, 0.016], [0.005, 0.021, 0.000], [0.010, 0.020, -0.028], [0.006, -0.022, 0.012]],
  "mulliken_charge": [1.47, -0.48, 0.80, -0.52, 0.48, -0.51, -0.75, -0.24, -0.49, -0.91, 0.08, 0.51, 0.79, -0.85, -0.50, -0.92, -0.33, 0.04, 0.50, 0.41, 0.43, 0.42, 0.44, 0.42, -0.31, 0.74, -0.05, -0.30, 0.04, -0.31, 0.51, -0.65, 0.49, -0.28, -0.23, -0.30, -0.92, -0.13, -0.83, 0.19, 0.49, -0.25, 0.14, 0.24, -0.54, 0.51, -0.52, -0.65, -0.33, -0.86, -0.11, 0.44, -0.04, 0.30, 0.17, 0.41, 0.34, 0.42, -0.17, -0.10, 0.45, 0.39, 0.39, 0.39, 0.59],
  "largest_force_ha_per_bohr": 0.020,
  "orbital_gap_ev": [7.892, 5.537],
  "s_squared": 6.02,
  "spin_multiplicity": 5,
  "charge": 0,
  "homo_energy_ev": [-8.090, -7.875]
}

=====

{
  "formula": "C28H21HfN6O3S2",
  "method": "ωB97M-V with the def2-TZVPD basis set",
  "elements": ["Hf", "C", "C", "N", "C", "C", "C", "C", "C", "C", "C", "C", "C", "N", "C", "H", "H", "H", "H", "H", "H", "H", "H", "C", "N", "C", "C", "N", "C", "S", "C", "C", "C", "C", "C", "N", "H", "H", "H", "H", "H", "H", "H", "H", "H", "O", "S", "O", "N", "C", "O", "C", "C", "C", "C", "C", "C", "H", "H", "H", "H"],
  "xyz": [[-0.126900, -0.093800, -0.066600], [1.545600, 3.497600, -2.097600], [1.404900, 2.204100, -1.605600], [0.336100, 1.803300, -0.905500], [-0.650700, 2.715800, -0.637900], [-0.610400, 4.034000, -1.159600], [0.524700, 4.406900, -1.906000], [-1.694900, 4.919100, -0.889600], [-2.727600, 4.547500, -0.086900], [-2.754500, 3.266800, 0.539900], [-3.741700, 2.869900, 1.467400], [-3.651000, 1.628700, 2.061600], [-2.611100, 0.770300, 1.702100], [-1.682900, 1.103100, 0.805900], [-1.726200, 2.341500, 0.239600], [2.447300, 3.773100, -2.623200], [2.190800, 1.469000, -1.773400], [0.600700, 5.403600, -2.314800], [-1.665800, 5.909400, -1.317500], [-3.538500, 5.232700, 0.106400], [-4.556600, 3.537900, 1.712800], [-4.382300, 1.298500, 2.784300], [-2.523200, -0.221100, 2.143600], [3.399400, 0.170000, 4.298000], [3.003600, -0.944900, 3.481000], [3.524600, -2.208000, 3.573500], [2.926300, -2.982300, 2.639500], [2.033500, -2.173900, 1.953600], [2.112100, -0.923200, 2.484100], [1.171100, 0.437200, 2.021400], [1.309000, -2.627900, 0.836100], [0.705200, -3.878600, 0.890200], [0.230400, -4.447000, -0.281700], [0.490300, -3.794700, -1.482400], [1.027000, -2.521300, -1.441800], [1.358100, -1.878200, -0.295000], [3.616800, -0.173500, 5.307900], [2.603300, 0.912700, 4.327700], [4.299400, 0.633300, 3.892900], [4.283600, -2.470100, 4.286400], [3.081700, -4.010600, 2.381100], [0.613800, -4.399200, 1.831200], [-0.286700, -5.394500, -0.260600], [0.261500, -4.269800, -2.425400], [1.263600, -2.002900, -2.368500], [-5.814800, -0.698000, -1.563400], [-4.547100, -0.150900, -1.314200], [-4.396900, 1.118900, -0.649700], [-3.512700, -1.142400, -0.406200], [-2.338900, -1.057900, -0.874000], [-1.279900, -1.539300, -0.260600], [-2.154400, -0.361000, -2.176500], [-0.981600, -0.128500, -2.898000], [-1.103100, 0.376800, -4.191000], [-2.351200, 0.665000, -4.734900], [-3.512900, 0.516300, -3.976300], [-3.389100, -0.001100, -2.706300], [0.013600, -0.406400, -2.512300], [-0.215300, 0.521000, -4.788300], [-2.419900, 1.007600, -5.758200], [-4.481600, 0.764700, -4.382200]],
  "forces_ev_per_angstrom": [[3.658, 1.266, 1.377], [-0.133, -0.049, 0.068], [0.161, -0.017, -0.042], [0.091, 1.508, -0.583], [-0.267, 0.890, -0.174], [-0.023, -0.730, 0.222], [0.028, -0.361, 0.088], [-0.328, 0.007, 0.280], [0.288, 0.178, -0.240], [0.637, -0.549, -0.200], [0.279, -0.308, 0.071], [0.214, 0.084, -0.057], [-0.263, -0.088, 0.318], [-0.286, 0.461, 0.351], [-0.394, 0.853, -0.079], [0.022, -0.034, -0.067], [-0.118, 0.066, 0.016], [-0.018, 0.130, -0.008], [-0.029, 0.095, -0.059], [-0.067, 0.092, 0.047], [-0.008, 0.048, -0.004], [0.000, -0.016, 0.023], [-0.101, 0.178, -0.088], [0.345, 0.908, 0.529], [-0.636, -0.459, -0.967], [0.020, -0.846, -0.184], [0.375, 0.089, 0.422], [0.338, 0.725, 0.756], [-0.206, -0.243, -0.256], [-0.228, 0.073, 0.074], [-0.303, -0.403, -0.605], [0.152, 0.341, 0.066], [0.166, 0.277, -0.149], [0.055, 0.031, 0.069], [0.304, -0.424, -0.139], [0.309, -0.571, 0.121], [-0.120, -0.042, -0.066], [0.033, -0.111, 0.051], [-0.036, -0.037, -0.049], [0.064, 0.030, 0.118], [0.032, -0.151, -0.018], [0.053, -0.007, 0.113], [0.024, -0.118, -0.010], [0.000, 0.089, -0.077], [-0.215, 0.029, 0.174], [-0.185, -0.563, -0.257], [1.161, 0.863, 0.103], [-0.480, -0.060, -0.295], [-0.310, -0.198, 0.088], [-2.265, -0.310, -1.227], [-1.496, -2.294, 0.252], [0.333, -0.095, -0.265], [-0.554, -0.340, 0.160], [0.269, 0.142, 0.000], [0.169, -0.064, 0.214], [-0.215, -0.137, 0.215], [-0.012, 0.084, 0.322], [-0.254, -0.034, -0.386], [0.045, 0.033, -0.088], [0.012, 0.040, 0.000], [-0.088, 0.051, -0.069]],
  "mulliken_charge": [-0.47, -1.09, 0.01, 0.55, 0.24, 0.78, -0.60, -1.01, -0.90, 0.89, -0.73, -0.85, -0.15, 0.90, 0.18, 0.47, 0.55, 0.55, 0.48, 0.50, 0.53, 0.48, 0.45, -0.80, 0.15, -0.71, -0.28, 0.39, 0.53, -0.61, 0.48, -0.75, -0.41, -0.82, -0.10, -0.59, 0.34, 0.34, 0.35, 0.49, 0.55, 0.60, 0.55, 0.49, 0.65, -0.60, 1.02, -0.34, -0.65, 0.31, -0.35, 1.59, 1.30, -1.34, -0.60, -0.73, -0.75, -0.04, 0.52, 0.48, 0.56],
  "largest_force_ha_per_bohr": 0.080,
  "orbital_gap_ev": 7.451,
  "de_lowest_kcal_mol": 55.7,
  "charge": 3,
  "homo_energy_ev": -17.441
}